# 1
This record from the Open Molecules 2025 dataset describes a 7-piece molecular cluster, C46H53BF6N2O5S overall. The level of theory is wB97M-V/def2-TZVPD.

Element x y z (Å)
C1 2.82 3.97 -0.11
C2 2.80 4.17 -1.74
C3 2.26 2.82 -2.57
C4 0.65 2.63 -2.15
C5 0.61 1.32 -1.16
C6 -0.81 1.10 -0.37
B1 -2.04 2.18 -0.53
O1 -1.93 3.42 0.32
N1 -3.23 2.04 -1.47
C7 -4.36 2.94 -0.96
C8 -2.81 2.69 -2.80
O2 -0.39 1.35 1.05
S1 -0.80 0.10 2.15
O3 0.30 -0.34 3.14
O4 -2.21 0.49 2.67
O5 -1.06 -1.12 0.97
C9 -1.48 -0.40 -0.27
C10 -1.21 -1.51 -1.43
N2 -2.26 -1.55 -2.53
H1 3.35 2.96 0.20
H2 3.51 4.84 0.33
H3 1.77 4.12 0.42
H4 3.91 4.46 -2.05
H5 2.15 5.13 -1.98
H6 2.91 1.90 -2.26
H7 2.35 3.12 -3.71
H8 0.04 2.36 -3.12
H9 0.34 3.64 -1.65
H10 0.98 0.38 -1.78
H11 1.46 1.50 -0.34
H12 -1.29 4.02 -0.19
H13 -4.07 4.10 -1.02
H14 -4.63 2.70 0.16
H15 -5.32 2.84 -1.64
H16 -2.40 1.91 -3.57
H17 -3.79 3.20 -3.24
H18 -2.05 3.60 -2.62
H19 -2.66 -0.41 -0.13
H20 -0.16 -1.47 -1.94
H21 -1.27 -2.58 -0.89
H22 -2.20 -0.72 -3.16
H23 -3.22 -1.72 -2.17
F1 -3.69 3.97 8.64
C11 -3.55 3.29 7.50
C12 -4.53 3.41 6.51
C13 -4.40 2.70 5.32
C14 -3.29 1.88 5.12
C15 -2.31 1.76 6.11
C16 -2.44 2.48 7.31
H24 -5.39 4.04 6.69
H25 -5.15 2.79 4.54
H26 -3.18 1.32 4.19
H27 -1.45 1.12 5.96
H28 -1.69 2.41 8.08
F2 -5.07 -2.82 -3.45
C17 -5.03 -3.94 -2.72
C18 -5.72 -3.99 -1.51
C19 -5.68 -5.15 -0.75
C20 -4.95 -6.26 -1.20
C21 -4.27 -6.20 -2.41
C22 -4.31 -5.03 -3.18
H29 -6.27 -3.12 -1.17
H30 -6.22 -5.21 0.20
H31 -4.93 -7.17 -0.60
H32 -3.70 -7.06 -2.76
H33 -3.79 -4.97 -4.13
F3 0.22 -3.85 -1.34
C23 1.07 -4.45 -0.49
C24 1.32 -3.86 0.75
C25 2.21 -4.48 1.63
C26 2.83 -5.68 1.26
C27 2.57 -6.25 0.02
C28 1.68 -5.64 -0.86
H34 0.84 -2.93 1.01
H35 2.41 -4.04 2.60
H36 3.52 -6.16 1.95
H37 3.06 -7.18 -0.26
H38 1.46 -6.08 -1.83
F4 3.44 0.79 -0.49
C29 4.33 -0.01 0.11
C30 4.60 0.15 1.46
C31 5.52 -0.69 2.09
C32 6.17 -1.68 1.35
C33 5.90 -1.83 -0.01
C34 4.97 -1.00 -0.63
H39 4.09 0.93 2.02
H40 5.73 -0.57 3.15
H41 6.89 -2.33 1.83
H42 6.41 -2.60 -0.59
H43 4.74 -1.11 -1.69
F5 -5.65 2.32 -4.33
C35 -5.46 1.48 -5.35
C36 -6.11 1.70 -6.56
C37 -5.90 0.82 -7.62
C38 -5.07 -0.28 -7.46
C39 -4.43 -0.51 -6.24
C40 -4.62 0.38 -5.18
H44 -6.76 2.57 -6.67
H45 -6.40 1.00 -8.58
H46 -4.91 -0.97 -8.29
H47 -3.78 -1.37 -6.11
H48 -4.13 0.22 -4.23
F6 7.76 -1.00 3.73
C41 8.20 0.19 4.17
C42 7.99 0.55 5.50
C43 8.45 1.78 5.96
C44 9.10 2.65 5.08
C45 9.30 2.28 3.75
C46 8.85 1.04 3.29
H49 7.48 -0.14 6.17
H50 8.30 2.07 7.00
H51 9.46 3.62 5.43
H52 9.80 2.96 3.06
H53 9.00 0.74 2.26

- ΔE to the lowest compared entry with this formula, charge and spin (kJ/mol) = 638.0
- highest occupied orbital energy (eV) = -8.636
- SMILES string = CCCCC[C@]1(B(O)N(C)C)OS(=O)(=O)O[C@@H]1CN.Fc1ccccc1.Fc1ccccc1.Fc1ccccc1.Fc1ccccc1.Fc1ccccc1.Fc1ccccc1
- DFT total energy (eV) = -89589.454
- largest force on an atom (eV Å⁻¹) = 6.33
- HOMO-LUMO gap (hartree) = 0.329

# 2
This record from the Open Molecules 2025 dataset describes C46H53BrF5N7O4TeW as an isolated structure. The level of theory is wB97M-V/def2-TZVPD.

Element x y z (Å)
W1 -0.26 0.28 -0.25
C1 -0.28 -6.00 2.31
C2 0.89 -5.04 2.49
C3 0.53 -3.60 2.30
C4 0.36 -2.63 3.28
C5 0.36 -2.82 4.77
C6 -0.99 -3.35 5.28
C7 0.19 -1.40 2.60
C8 0.21 -0.12 3.25
C9 0.80 0.97 2.69
C10 1.40 2.08 3.41
C11 1.25 2.32 4.87
C12 2.31 1.56 5.67
C13 2.21 2.72 2.53
C14 2.03 2.08 1.24
C15 2.66 2.49 0.07
C16 2.43 1.98 -1.20
N1 1.56 0.93 -1.48
C17 1.55 0.83 -2.83
C18 0.81 -0.18 -3.52
C19 0.41 -1.34 -2.92
N2 0.62 -1.60 -1.56
C20 0.43 -2.93 -1.42
C21 0.48 -3.57 -0.18
C22 0.44 -2.93 1.05
N3 0.24 -1.56 1.24
C23 0.10 -3.57 -2.69
C24 -0.02 -2.56 -3.60
C25 -0.61 -2.55 -4.97
C26 -2.14 -2.62 -4.82
C27 -0.05 -5.05 -2.79
C28 -0.01 -5.64 -4.19
C29 2.41 1.78 -3.45
C30 2.99 2.50 -2.42
C31 3.95 3.64 -2.43
C32 3.21 4.99 -2.48
C33 2.50 1.89 -4.94
C34 3.70 2.63 -5.53
N4 1.18 1.01 1.34
C35 3.11 3.89 2.78
C36 2.48 5.20 2.29
H1 0.07 -7.03 2.40
H2 -0.74 -5.89 1.33
H3 -1.04 -5.83 3.07
H4 1.68 -5.28 1.76
H5 1.31 -5.17 3.49
H6 0.58 -1.87 5.25
H7 1.15 -3.52 5.05
H8 -1.79 -2.64 5.06
H9 -0.94 -3.49 6.36
H10 -1.23 -4.30 4.82
H11 -0.08 -0.09 4.29
H12 0.25 2.01 5.19
H13 1.33 3.39 5.06
H14 2.23 0.49 5.50
H15 2.20 1.75 6.74
H16 3.31 1.87 5.37
H17 3.36 3.30 0.16
H18 0.61 -0.03 -4.57
H19 0.51 -4.65 -0.18
H20 -0.25 -3.39 -5.57
H21 -0.36 -1.63 -5.49
H22 -2.61 -2.59 -5.80
H23 -2.49 -1.77 -4.25
H24 -2.44 -3.53 -4.31
H25 -0.99 -5.35 -2.30
H26 0.76 -5.50 -2.21
H27 0.05 -6.73 -4.12
H28 0.86 -5.29 -4.74
H29 -0.91 -5.40 -4.75
H30 4.62 3.57 -3.28
H31 4.56 3.61 -1.53
H32 2.60 5.05 -3.38
H33 3.92 5.81 -2.47
H34 2.55 5.09 -1.62
H35 1.59 2.38 -5.28
H36 2.50 0.88 -5.35
H37 3.67 3.69 -5.30
H38 3.68 2.53 -6.61
H39 4.64 2.21 -5.17
H40 4.07 3.73 2.29
H41 3.28 3.96 3.85
H42 1.50 5.32 2.75
H43 2.36 5.20 1.21
H44 3.12 6.03 2.58
O1 -6.13 -3.63 -0.23
C37 -4.94 -3.02 -0.11
C38 -3.97 -3.03 -1.11
C39 -2.76 -2.40 -0.88
N5 -2.44 -1.80 0.27
C40 -3.38 -1.80 1.20
Br1 -2.98 -0.97 2.83
C41 -4.63 -2.38 1.08
H45 -6.24 -4.02 -1.11
H46 -4.17 -3.48 -2.08
H47 -2.02 -2.35 -1.67
H48 -5.37 -2.33 1.87
F1 -0.88 1.89 -2.82
Te1 -2.58 1.37 -1.84
F2 -4.16 0.01 -1.55
F3 -2.87 0.50 -3.58
F4 -3.21 2.89 -3.17
F5 -0.42 2.16 -0.46
O2 -1.43 -0.13 -1.54
C42 -2.29 6.02 2.15
N6 -2.35 4.60 1.91
C43 -3.37 4.06 1.23
C44 -3.40 2.74 0.92
C45 -2.23 2.00 1.25
O3 -2.04 0.79 0.79
N7 -1.27 2.51 2.00
C46 -1.29 3.79 2.41
O4 -0.47 4.28 3.15
H49 -3.29 6.40 2.36
H50 -1.87 6.53 1.28
H51 -1.64 6.19 3.01
H52 -4.15 4.74 0.92
H53 -4.23 2.28 0.41

- ΔE to the lowest compared entry with this formula, charge and spin (kJ/mol) = 0.0
- highest occupied orbital energy (spin up / spin down) (eV) = -7.045 / -7.946
- DFT total energy (eV) = -159934.203
- 2S+1 = 3
- largest force on an atom (eV Å⁻¹) = 7.58
- HOMO-LUMO gap (spin up / spin down) (hartree) = 0.193 / 0.190